Entry 1:
This record from the Open Molecules 2025 dataset describes a 4-piece molecular cluster, C2H12NO3S overall. The level of theory is ωB97M-V with the def2-TZVPD basis set.

Properties
- Energy above the lowest of the compared OMol25 structures with the same formula, charge and spin: 0.225 eV
- E: -20738.2112 eV
- 2S+1: 1
- Net charge: -1

```
19
Properties=species:S:1:pos:R:3:forces:R:3
C 0.807 0.676 -0.412 0.1 -0.2 1.1
C 0.911 0.328 1.109 0.6 1.9 -0.8
S -0.577 -0.294 1.889 0.0 -0.4 0.0
N 0.438 -0.490 -1.245 0.2 0.1 1.0
H 0.063 1.463 -0.553 -0.2 -0.2 0.1
H 1.769 1.171 -0.601 0.1 -0.5 -0.8
H 1.852 -0.216 1.261 -0.3 -0.6 0.0
H 1.196 1.333 1.493 -0.3 -0.3 0.4
H 1.172 -1.189 -1.112 0.1 0.2 -0.4
H -0.275 -0.894 -0.618 -0.3 0.0 -0.5
H -1.254 -3.559 1.150 0.6 -0.1 -0.1
H -0.286 -2.439 1.251 0.2 0.1 0.2
O -0.295 -3.405 1.057 -0.9 0.0 0.0
H -0.457 2.864 2.107 -0.1 0.0 0.0
H -1.549 1.859 1.860 0.2 0.0 0.0
O -1.387 2.826 1.859 -0.1 0.1 0.0
H -1.085 -0.622 -3.693 -0.2 -0.3 -0.4
H -0.395 0.373 -2.945 0.7 0.2 0.6
O -0.647 0.215 -3.857 -0.5 0.0 -0.3
```
Forces are in eV/Å.

Here are the natural (NBO) charges for atoms 1 to 5, given in e:
1. C -0.235
2. C -0.547
3. S -0.656
4. N -0.881
5. H 0.185


Entry 2:
This record from the Open Molecules 2025 dataset describes C68H49F15GeN3PPbS3Sb as an isolated structure. The level of theory is ωB97M-V with the def2-TZVPD basis set.

Properties
- Energy above the lowest of the compared OMol25 structures with the same formula, charge and spin: 2.690 eV
- E: -226636.8492 eV
- 2S+1: 1
- Net charge: -1

```
142
Properties=species:S:1:pos:R:3:forces:R:3
Pb 1.222 -0.018 -0.108 0.5 -0.2 0.4
C 1.292 6.040 -0.330 0.0 0.0 0.0
S 0.880 5.120 -1.822 0.1 0.0 -0.1
C 1.010 3.399 -1.367 -0.2 0.3 0.2
S 1.086 2.935 0.273 0.1 0.1 -0.1
N 0.935 2.715 -2.473 0.1 -0.4 -0.2
N 0.969 1.349 -2.344 -0.4 0.1 -0.3
C 0.453 0.717 -3.332 0.1 0.0 0.2
C 0.373 -0.755 -3.345 0.0 0.2 -0.1
C -0.093 -1.398 -4.489 0.0 -0.1 0.1
C -0.162 -2.782 -4.498 0.0 0.1 0.0
C 0.225 -3.483 -3.369 0.0 -0.1 0.1
C 0.660 -2.765 -2.265 -0.1 -0.1 0.0
N 0.728 -1.442 -2.252 0.0 0.2 0.0
H 1.984 6.833 -0.608 0.0 0.0 0.0
H 1.767 5.372 0.386 0.0 0.0 0.0
H 0.400 6.471 0.122 0.0 0.0 0.0
H 0.037 1.263 -4.178 0.0 0.0 0.0
H -0.384 -0.814 -5.350 0.0 0.0 0.0
H -0.507 -3.304 -5.380 0.0 0.0 0.0
H 0.204 -4.563 -3.338 0.0 0.0 0.0
H 0.966 -3.262 -1.353 0.0 -0.1 0.0
C -2.504 -0.912 5.861 0.0 0.1 0.0
C -2.328 -2.266 5.229 -0.1 0.0 0.1
C -2.816 -3.355 5.960 0.0 0.0 0.0
C -2.656 -4.659 5.536 0.0 0.0 0.0
C -1.978 -4.904 4.347 0.0 0.0 0.0
C -1.522 -3.837 3.604 0.0 0.0 0.0
C -1.698 -2.507 4.010 0.0 0.1 -0.1
P -0.892 -1.374 2.788 -0.1 -0.1 0.0
C -1.614 0.325 2.980 0.0 0.1 -0.2
C -2.946 0.524 2.212 0.1 0.0 0.0
C -3.742 1.797 2.670 0.0 0.1 0.0
C -2.969 2.885 3.310 0.0 0.0 0.0
C -1.685 2.710 3.588 0.0 0.0 0.0
C -0.958 1.442 3.382 0.0 0.0 0.1
C 0.506 1.615 3.689 0.1 0.0 0.0
C 0.774 -1.432 3.521 0.0 0.0 0.0
C 0.930 -1.165 4.884 0.0 0.0 0.1
C 2.166 -1.094 5.487 0.0 0.0 -0.1
C 3.295 -1.298 4.684 0.0 0.0 0.1
C 3.169 -1.617 3.358 0.0 0.0 0.0
C 1.906 -1.747 2.717 0.0 0.1 0.1
C 1.853 -2.114 1.340 -0.4 -0.1 -0.4
H -2.082 -0.921 6.868 0.0 0.0 0.0
H -3.566 -0.676 5.954 0.0 0.0 0.0
H -2.021 -0.116 5.298 -0.1 -0.1 0.0
H -3.322 -3.156 6.898 0.0 0.0 0.0
H -3.042 -5.478 6.130 0.0 0.0 0.0
H -1.820 -5.917 4.000 0.0 0.0 0.0
H -1.011 -4.026 2.665 0.0 0.0 0.0
H -4.920 0.006 1.679 0.0 0.0 0.0
H -4.359 2.184 1.852 0.0 -0.1 0.0
H -3.463 3.824 3.530 0.0 0.0 0.0
H -1.112 3.515 4.035 0.0 0.0 0.0
H 0.807 2.586 3.289 0.0 0.0 0.0
H 1.145 0.857 3.256 0.0 0.0 0.0
H 0.699 1.633 4.765 0.0 0.0 0.0
H 0.045 -0.981 5.483 0.0 0.0 0.0
H 2.259 -0.878 6.542 0.0 0.0 0.0
H 4.286 -1.220 5.118 0.0 0.0 0.0
H 4.055 -1.796 2.762 0.0 0.0 0.0
H 0.952 -2.647 1.035 0.0 -0.1 0.0
H 2.760 -2.515 0.904 0.1 0.0 0.0
C -5.705 0.662 -0.663 0.0 0.0 0.0
C -5.105 -0.689 -0.951 0.0 0.0 0.1
C -5.921 -1.652 -1.540 -0.1 0.0 0.0
C -5.444 -2.911 -1.861 0.0 0.0 0.0
C -4.124 -3.235 -1.591 0.0 0.0 0.0
C -3.306 -2.287 -0.998 0.1 0.0 0.0
C -3.775 -1.014 -0.669 0.1 0.0 0.0
Sb -2.245 0.275 0.132 0.1 0.1 -0.4
C -2.704 1.901 -1.236 -0.1 0.0 0.0
C -2.867 1.422 -2.539 0.0 -0.1 0.0
C -2.962 2.279 -3.621 0.0 0.0 0.0
C -2.887 3.647 -3.416 0.0 0.0 0.0
C -2.714 4.132 -2.132 0.0 0.0 0.0
C -2.616 3.278 -1.034 0.0 0.0 0.0
C -2.413 3.871 0.327 0.0 0.0 0.0
C -4.282 -0.233 2.547 0.0 0.0 0.0
C -4.578 0.857 3.560 -0.1 0.0 0.1
C -6.017 0.877 3.938 0.0 0.0 0.1
C -6.578 -0.334 4.051 0.0 0.0 0.0
C -5.877 -1.573 3.688 0.0 0.0 0.1
C -4.757 -1.593 2.943 0.0 0.0 0.0
C -4.284 -2.843 2.266 0.0 -0.1 0.0
H -5.960 1.171 -1.594 0.0 0.0 0.0
H -5.017 1.311 -0.126 0.0 0.0 0.0
H -6.617 0.558 -0.072 0.0 0.0 0.0
H -6.955 -1.403 -1.750 0.0 0.0 0.0
H -6.103 -3.637 -2.320 0.0 0.0 0.0
H -3.733 -4.213 -1.838 0.0 0.0 0.0
H -2.274 -2.544 -0.780 0.0 0.0 0.0
H -2.910 0.352 -2.722 0.0 0.0 0.0
H -3.082 1.879 -4.620 0.0 0.0 0.0
H -2.942 4.333 -4.251 0.0 0.0 0.0
H -2.623 5.198 -1.971 0.0 0.0 0.0
H -1.873 4.816 0.262 0.0 0.0 0.0
H -1.827 3.212 0.963 0.0 0.0 0.0
H -3.370 4.064 0.820 0.0 0.0 0.0
H -3.978 0.682 4.462 0.0 0.0 -0.1
H -6.545 1.779 4.219 0.0 0.1 0.0
H -7.598 -0.431 4.405 0.0 0.0 0.0
H -6.370 -2.510 3.918 0.0 -0.1 0.0
H -4.211 -3.671 2.972 0.0 0.0 0.0
H -3.314 -2.709 1.795 0.1 0.0 0.0
H -4.991 -3.120 1.478 0.0 0.0 0.0
F 5.335 3.343 -1.720 0.1 -0.1 0.1
C 4.611 3.190 -2.829 -0.1 0.0 -0.1
C 4.389 1.925 -3.363 -0.1 0.2 0.0
C 3.547 1.885 -4.462 0.0 0.1 -0.1
F 3.192 0.712 -5.027 0.0 0.0 0.0
C 3.006 3.016 -5.049 0.1 -0.1 0.1
F 2.199 2.913 -6.112 0.0 0.0 0.0
C 3.291 4.256 -4.518 0.0 0.0 0.1
F 2.789 5.357 -5.075 0.0 0.0 0.0
C 4.090 4.345 -3.390 -0.1 -0.1 -0.1
F 4.339 5.540 -2.851 0.0 0.0 0.0
Ge 4.958 0.282 -2.409 0.0 0.4 0.0
S 3.990 0.238 -0.507 0.0 -0.4 -0.1
C 4.929 -1.068 -3.871 0.1 -0.2 0.2
C 5.763 -0.866 -4.955 0.0 -0.1 -0.2
F 6.492 0.258 -5.048 0.0 0.0 0.0
C 5.882 -1.779 -5.989 0.0 0.0 0.0
F 6.697 -1.544 -7.024 0.0 0.0 0.0
C 5.142 -2.949 -5.952 0.0 0.0 0.1
F 5.241 -3.838 -6.942 0.0 0.0 0.0
C 4.299 -3.188 -4.879 0.1 0.1 -0.1
F 3.580 -4.315 -4.834 0.0 0.0 0.0
C 4.219 -2.248 -3.864 -0.1 -0.1 0.1
F 3.415 -2.533 -2.835 0.0 -0.1 0.1
C 6.913 0.131 -2.017 0.0 0.1 0.1
C 7.892 1.106 -2.076 0.2 -0.1 -0.1
F 7.637 2.312 -2.590 -0.1 0.1 -0.1
C 9.198 0.885 -1.660 -0.1 -0.1 0.0
F 10.118 1.851 -1.746 0.0 0.0 0.0
C 9.554 -0.357 -1.166 0.0 0.0 0.0
F 10.808 -0.590 -0.771 0.0 0.0 0.0
C 8.608 -1.364 -1.104 0.0 0.0 0.0
F 8.953 -2.571 -0.642 0.0 0.0 0.0
C 7.316 -1.101 -1.527 0.1 0.0 0.1
F 6.435 -2.111 -1.446 0.0 0.0 0.0
```
Forces are in eV/Å.

Here are the Löwdin charges for atoms 1 to 5, given in e:
1. Pb 0.916
2. C -0.430
3. S 0.835
4. C -1.103
5. S 0.479


Entry 3:
This record from the Open Molecules 2025 dataset describes an isolated ion of composition C3H11N2 and charge +1. The level of theory is ωB97M-V with the def2-TZVPD basis set.

Properties
- Energy above the lowest of the compared OMol25 structures with the same formula, charge and spin: 0.202 eV
- E: -6263.3792 eV
- 2S+1: 1
- Net charge: +1
- SMILES string: NCCC[NH3+]

```
16
Properties=species:S:1:pos:R:3:forces:R:3
N 1.670 -0.089 0.072 0.2 0.0 0.3
C 0.670 -0.351 1.116 -0.2 0.5 0.1
C -0.579 0.508 0.882 -0.1 -0.1 0.0
C -0.896 0.698 -0.584 -0.1 -0.8 -0.5
N -0.744 -0.616 -1.339 -0.4 -0.1 -0.3
H 2.014 0.863 0.169 -0.1 0.0 -0.1
H 2.491 -0.656 0.252 0.0 -0.2 -0.1
H 1.020 -0.143 2.127 0.1 -0.2 0.1
H 0.395 -1.401 1.068 0.0 -0.2 0.1
H -1.426 0.090 1.431 0.0 0.0 -0.1
H -0.441 1.511 1.269 0.1 0.2 0.2
H -0.183 1.343 -1.071 0.1 0.3 0.0
H -1.911 1.029 -0.791 0.1 0.2 0.2
H -0.828 -0.473 -2.348 -0.1 0.1 0.1
H 0.191 -1.002 -1.182 0.4 0.2 0.3
H -1.444 -1.310 -1.071 0.0 0.1 0.1
```
Forces are in eV/Å.

Here are the natural (NBO) charges for atoms 1 to 5, given in e:
1. N -0.879
2. C -0.234
3. C -0.444
4. C -0.205
5. N -0.686


Entry 4:
This record from the Open Molecules 2025 dataset describes the molecule CH6BNOS. The level of theory is ωB97M-V with the def2-TZVPD basis set.

Properties
- Energy above the lowest of the compared OMol25 structures with the same formula, charge and spin: 0.142 eV
- E: -16185.2422 eV
- 2S+1: 1
- SMILES string: CB(O)NS

```
11
Properties=species:S:1:pos:R:3:forces:R:3
C 1.386 -1.050 -0.189 -1.8 1.3 -1.3
B 0.227 0.151 -0.015 1.3 -1.7 1.9
O 0.332 1.000 1.089 1.5 -1.3 -0.8
N -0.980 0.211 -0.727 -0.1 1.2 1.0
S -2.191 1.291 -0.187 -0.5 0.5 -0.9
H 1.157 -1.887 -0.882 -0.1 0.7 0.2
H 1.738 -1.512 0.699 0.0 0.0 1.1
H 2.201 -0.483 -0.595 0.9 0.0 -0.4
H -0.416 1.573 1.140 -0.6 0.9 0.1
H -1.224 -0.371 -1.474 -0.6 -0.9 -0.8
H -2.229 1.077 1.142 0.0 -0.6 -0.1
```
Forces are in eV/Å.

Here are the natural (NBO) charges for atoms 1 to 5, given in e:
1. C -0.945
2. B 0.996
3. O -0.883
4. N -1.003
5. S 0.167


Number 4 is which compound?
CH6BNOS


Number 4 is which compound?
CH6BNOS


Copy entry 4 word for word.
This record from the Open Molecules 2025 dataset describes the molecule CH6BNOS. The level of theory is ωB97M-V with the def2-TZVPD basis set.

Properties
- Energy above the lowest of the compared OMol25 structures with the same formula, charge and spin: 0.142 eV
- E: -16185.2422 eV
- 2S+1: 1
- SMILES string: CB(O)NS

```
11
Properties=species:S:1:pos:R:3:forces:R:3
C 1.386 -1.050 -0.189 -1.8 1.3 -1.3
B 0.227 0.151 -0.015 1.3 -1.7 1.9
O 0.332 1.000 1.089 1.5 -1.3 -0.8
N -0.980 0.211 -0.727 -0.1 1.2 1.0
S -2.191 1.291 -0.187 -0.5 0.5 -0.9
H 1.157 -1.887 -0.882 -0.1 0.7 0.2
H 1.738 -1.512 0.699 0.0 0.0 1.1
H 2.201 -0.483 -0.595 0.9 0.0 -0.4
H -0.416 1.573 1.140 -0.6 0.9 0.1
H -1.224 -0.371 -1.474 -0.6 -0.9 -0.8
H -2.229 1.077 1.142 0.0 -0.6 -0.1
```
Forces are in eV/Å.

Here are the natural (NBO) charges for atoms 1 to 5, given in e:
1. C -0.945
2. B 0.996
3. O -0.883
4. N -1.003
5. S 0.167


What is the formula in the second record?
C68H49F15GeN3PPbS3Sb